[1]
{"formula": "C18H30AgN2Si2", "method": "the ωB97M-V functional and the def2-TZVPD basis", "symbols": ["Ag", "Si", "Si", "N", "N", "C", "C", "C", "C", "C", "C", "C", "C", "C", "C", "C", "C", "C", "C", "C", "C", "C", "C", "H", "H", "H", "H", "H", "H", "H", "H", "H", "H", "H", "H", "H", "H", "H", "H", "H", "H", "H", "H", "H", "H", "H", "H", "H", "H", "H", "H", "H", "H"], "coordinates": [[0.967896, 0.205998, -0.658032], [-1.209772, -2.156248, 0.167959], [-2.353228, 0.813923, -0.501764], [2.930010, 0.784055, -1.409060], [0.621711, 0.361930, 1.825300], [-1.132006, 0.681874, 3.923784], [0.222491, 0.945603, 4.099204], [3.542862, 1.948807, -1.057819], [-0.679653, 0.116798, 1.625684], [-1.580443, 0.262663, 2.691480], [4.886956, 1.888189, -1.346360], [2.781212, 3.105309, -0.486524], [-2.750070, -2.958505, 1.017137], [3.899591, -0.023463, -1.926447], [5.117275, 0.617777, -1.906607], [-4.181316, 0.845849, 0.126900], [0.276771, -2.972333, 1.058150], [-1.764968, 2.628723, -0.303621], [-1.270619, -2.805782, -1.629684], [1.052839, 0.762464, 3.008024], [-1.063410, -0.294208, 0.267886], [-2.502513, 0.467851, -2.374880], [3.557702, -1.385983, -2.444189], [-2.986903, 1.286628, -2.896925], [-1.092494, -3.876117, -1.669381], [3.438931, 3.968467, -0.389067], [3.354584, -2.086651, -1.629436], [-4.787376, 1.537279, -0.454688], [6.062242, 0.228949, -2.254245], [-4.242798, 1.158580, 1.165583], [-2.751833, -4.040956, 0.907667], [-3.079838, -0.429985, -2.564372], [-1.763768, 2.923922, 0.742137], [0.300023, -4.049176, 0.912368], [5.614371, 2.667139, -1.179169], [0.611037, 1.281117, 5.050810], [-1.521415, 0.329091, -2.816320], [4.378441, -1.782420, -3.041152], [1.217232, -2.560956, 0.699400], [-2.240924, -2.617794, -2.075669], [-2.772449, -2.738210, 2.081052], [-1.828340, 0.802473, 4.747982], [-4.641465, -0.135973, 0.052052], [2.661539, -1.331658, -3.065463], [2.368613, 2.873507, 0.498036], [-2.621538, 0.038039, 2.529830], [0.226689, -2.780997, 2.126355], [-0.746673, 2.736791, -0.673001], [2.116802, 0.956969, 3.077157], [-2.394952, 3.328210, -0.847265], [-3.675419, -2.584164, 0.586995], [1.950784, 3.377818, -1.139780], [-0.522420, -2.321214, -2.248012]], "forces_ev_per_angstrom": [[0.1, 0.0, -0.5], [0.2, -0.4, -0.1], [0.2, 0.5, -0.5], [-0.4, -0.1, 0.1], [0.3, 0.1, 0.0], [0.1, 0.1, 0.2], [-0.1, 0.0, 0.1], [-0.2, 0.4, 0.2], [-0.2, 0.0, 0.3], [0.0, 0.0, 0.0], [0.1, 0.3, 0.1], [0.1, -0.3, 0.0], [0.4, 0.5, -0.3], [-0.3, -0.3, -0.2], [0.3, -0.3, -0.2], [0.7, -0.3, 0.0], [-0.4, 0.4, -0.3], [-0.1, -0.6, 0.0], [0.1, 0.3, 0.6], [0.1, 0.1, 0.4], [-0.6, -0.4, -0.6], [0.1, 0.0, 0.6], [0.0, 0.2, 0.2], [-0.2, 0.2, 0.0], [0.0, -0.2, 0.1], [0.0, 0.1, 0.0], [0.0, -0.1, 0.0], [0.0, 0.1, -0.2], [0.0, -0.1, -0.1], [0.0, 0.1, 0.2], [0.1, -0.2, -0.1], [-0.2, -0.3, -0.1], [0.0, 0.1, 0.2], [-0.1, -0.2, -0.1], [0.0, 0.1, 0.0], [0.0, 0.0, 0.0], [0.2, 0.0, -0.1], [0.0, -0.1, 0.0], [0.1, 0.1, -0.1], [-0.3, 0.1, -0.1], [0.0, 0.1, 0.2], [0.0, 0.0, 0.0], [-0.1, -0.2, 0.0], [0.0, -0.1, -0.1], [-0.1, 0.0, 0.1], [-0.2, 0.0, 0.0], [0.0, 0.1, 0.2], [0.1, 0.0, -0.1], [0.1, 0.0, 0.0], [-0.2, 0.1, -0.1], [-0.2, 0.1, -0.1], [-0.1, 0.1, 0.0], [0.2, 0.1, -0.1]], "charge": -1, "multiplicity": 1, "total_energy_ha": -1539.4696}


[2]
{"formula": "C18H30BN8P2Ru", "method": "the ωB97M-V functional and the def2-TZVPD basis", "symbols": ["Ru", "P", "P", "N", "N", "N", "N", "N", "N", "N", "N", "C", "C", "C", "C", "C", "C", "C", "C", "C", "C", "C", "C", "C", "C", "C", "C", "C", "C", "B", "H", "H", "H", "H", "H", "H", "H", "H", "H", "H", "H", "H", "H", "H", "H", "H", "H", "H", "H", "H", "H", "H", "H", "H", "H", "H", "H", "H", "H", "H"], "coordinates": [[0.015808, -0.198183, 0.088428], [-0.063592, -0.023883, -2.539572], [-2.572192, -0.185083, -0.176672], [1.105408, 2.653517, 1.204528], [1.174208, 0.853617, 2.928228], [0.335708, -0.039583, 2.385828], [2.382908, 0.192317, 0.132928], [2.908208, 0.935117, 1.122028], [0.901108, -4.673183, -0.067972], [0.086208, 2.163417, 0.480228], [0.324008, -2.591083, 0.282728], [-0.553992, 3.198517, -0.065472], [0.297808, 1.645717, -3.196572], [-3.635492, -1.678083, -0.136372], [0.065608, 4.385817, 0.302928], [-2.785192, 0.444317, -1.906472], [1.232508, -3.386283, -0.250972], [0.092308, -0.126683, 4.593228], [-0.325092, -0.640083, 3.371628], [-3.593992, 0.973817, 0.793728], [0.645708, -1.049883, -3.876572], [3.387708, -0.373383, -0.527072], [-0.275992, -4.709283, 0.616628], [1.122008, 3.984917, 1.108828], [-1.870892, -0.275683, -2.890372], [-0.625292, -3.407683, 0.827528], [4.238508, 0.835517, 1.098928], [4.599308, -0.008883, 0.053428], [1.053508, 0.825817, 4.257728], [2.049908, 1.789017, 2.070128], [0.449708, -2.107383, -3.710172], [2.130108, -3.055283, -0.739072], [-2.054992, -1.354883, -2.851372], [-0.768992, -5.623283, 0.884428], [0.197208, -0.740583, -4.820972], [-1.423092, 3.076017, -0.682672], [1.433608, -5.480383, -0.364472], [4.859308, 1.366117, 1.793228], [-4.617192, -1.423083, -0.534472], [5.583508, -0.316383, -0.230272], [1.866608, 4.584217, 1.591728], [-2.070492, 0.062117, -3.912072], [-3.754192, -1.994183, 0.900128], [-1.061892, -1.393083, 3.161328], [-0.203692, 5.381217, 0.022828], [3.207708, -0.982683, -1.392172], [-1.474992, -3.006983, 1.343728], [1.719908, -0.885683, -3.934272], [1.639308, 1.459617, 4.892628], [1.380408, 1.737717, -3.286772], [2.723108, 2.474317, 2.749128], [-3.626092, 0.634717, 1.828928], [-3.182492, 1.980717, 0.770728], [-2.562592, 1.515217, -1.908872], [-0.152492, 1.757017, -4.182772], [-3.208392, -2.503483, -0.703372], [-0.060692, 2.428217, -2.532072], [-4.605992, 0.979717, 0.388528], [-0.245892, -0.404183, 5.569428], [-3.833092, 0.320117, -2.196472]], "forces_ev_per_angstrom": [[2.2, 1.4, 1.5], [-1.4, 0.2, 0.4], [0.7, 0.4, -0.6], [0.3, 0.1, 0.1], [0.2, 0.2, -0.1], [-0.7, -0.5, -2.1], [-2.3, -0.3, -0.1], [0.0, 0.0, 0.1], [0.1, 0.1, 0.0], [-0.5, -2.4, -0.7], [-0.3, 1.7, -0.6], [0.1, 0.4, 0.1], [0.1, -0.2, 0.5], [0.6, 0.0, 0.2], [0.1, -0.3, 0.1], [0.2, -0.1, 0.2], [0.4, 0.4, -0.2], [0.3, 0.3, -0.2], [0.0, 0.2, 0.2], [0.5, -0.1, 0.2], [0.3, -0.2, 0.7], [0.4, 0.1, 0.2], [-0.5, 0.2, 0.3], [-0.5, 0.2, -0.4], [0.3, 0.0, 0.1], [-0.3, -0.4, 0.1], [0.3, -0.5, -0.6], [-0.3, 0.2, 0.2], [-0.6, -0.6, 0.3], [-0.5, -0.6, -0.4], [0.0, 0.0, 0.0], [0.1, -0.1, -0.1], [0.1, 0.0, -0.1], [0.0, -0.1, 0.1], [-0.1, 0.1, 0.1], [-0.1, -0.2, -0.1], [0.0, 0.2, 0.0], [0.0, 0.1, 0.2], [0.0, 0.1, 0.0], [0.2, 0.0, -0.1], [0.2, 0.0, 0.2], [0.0, -0.1, 0.1], [0.0, 0.0, 0.0], [-0.1, -0.1, 0.0], [-0.1, 0.2, 0.0], [-0.1, -0.2, -0.1], [-0.1, -0.1, 0.1], [0.1, -0.1, 0.0], [0.2, 0.2, 0.0], [0.0, 0.1, 0.0], [0.2, 0.2, 0.2], [0.0, 0.1, 0.0], [0.0, 0.0, 0.0], [-0.1, 0.0, 0.1], [0.0, -0.1, 0.0], [0.0, 0.0, 0.0], [0.0, 0.0, 0.0], [0.0, 0.0, 0.0], [0.0, 0.0, 0.2], [0.1, 0.1, 0.1]], "charge": 2, "multiplicity": 2, "total_energy_ha": -1943.9904}


[3]
{"formula": "C18H30CeNO2P2", "method": "the ωB97M-V functional and the def2-TZVPD basis", "symbols": ["Ce", "P", "P", "O", "O", "N", "C", "C", "C", "C", "C", "C", "C", "C", "C", "C", "C", "C", "C", "C", "C", "C", "C", "C", "H", "H", "H", "H", "H", "H", "H", "H", "H", "H", "H", "H", "H", "H", "H", "H", "H", "H", "H", "H", "H", "H", "H", "H", "H", "H", "H", "H", "H", "H"], "coordinates": [[-0.155974, 0.507758, 0.136150], [1.228115, 0.598447, -2.301843], [-1.154888, -1.342476, 1.932162], [-1.391505, -2.394891, -3.767614], [-2.661802, -1.099618, -2.033652], [0.962479, -1.681993, -0.253279], [-1.487597, -0.897230, 3.658756], [0.180547, 1.177363, -3.675832], [2.233372, -3.214227, -1.647741], [0.638196, 3.489118, 0.667673], [1.722308, -3.827019, 0.584802], [1.560677, -1.991049, -1.471355], [0.850612, 3.061886, 3.069415], [2.792425, 1.541536, -2.381586], [0.299356, -2.505832, 2.021661], [1.029338, -2.636323, 0.705960], [-2.481670, -2.558212, 1.557435], [1.807608, 1.421573, 1.394294], [-0.084282, 4.651371, 0.957198], [1.501060, -1.109052, -2.580605], [1.126356, 2.669875, 1.729024], [2.334296, -4.121526, -0.616622], [-0.273809, 5.067517, 2.277221], [0.177178, 4.247008, 3.326771], [-0.014543, 4.549087, 4.358933], [-3.219946, -1.561349, -1.368946], [1.703806, -4.509320, 1.431854], [2.878443, -5.048636, -0.738817], [-1.628828, -1.768802, 4.305070], [-0.680582, -0.270943, 4.040519], [0.705506, 1.048782, -4.631695], [2.576093, 1.482334, 0.610746], [-2.386990, -0.278410, 3.663827], [-2.270812, -3.074634, 0.614548], [-0.108575, -3.486526, 2.314045], [-2.441257, -1.790664, -2.710495], [1.908225, -1.449921, -3.543632], [-1.776650, 0.678586, -0.649309], [-0.431017, -2.354125, -3.609781], [-1.493122, -2.997415, -4.519120], [1.180632, 2.407258, 3.883299], [3.513980, 1.130299, -1.663700], [-0.814931, 5.990618, 2.492205], [3.229161, 1.511830, -3.390304], [-0.512266, 5.218675, 0.125694], [0.959393, -2.163545, 2.835443], [-0.050502, 2.236821, -3.501951], [2.065885, 0.731100, 2.204255], [-0.761835, 0.614675, -3.677975], [-2.601740, -3.292046, 2.367380], [0.866943, 3.203932, -0.376744], [-3.412249, -2.000307, 1.411106], [2.597639, 2.582029, -2.079962], [2.657446, -3.382164, -2.639041]], "forces_ev_per_angstrom": [[0.4, 2.9, 1.3], [-1.0, 1.7, -0.7], [-0.8, -2.1, 1.2], [1.2, -0.5, -0.6], [-0.1, -0.9, 0.9], [0.6, -1.5, 0.6], [0.1, 0.4, 0.0], [0.2, -0.2, -0.1], [0.0, 0.1, -0.9], [-0.1, -0.3, 0.6], [0.7, -1.0, -1.0], [-0.2, 0.2, -0.5], [-0.2, -0.4, -0.3], [0.8, -0.3, 0.0], [-0.4, 0.8, 0.0], [-1.1, 1.9, 0.3], [-0.1, 0.4, -0.4], [-0.2, -0.5, -0.3], [0.0, 0.0, -0.6], [1.7, -1.1, 1.0], [-0.3, -0.1, -0.2], [0.5, -0.7, 0.5], [0.0, -0.5, 0.0], [0.0, 0.2, 0.1], [0.1, -0.1, -0.3], [0.3, 0.6, -0.8], [0.2, 0.0, -0.3], [0.0, 0.0, -0.1], [0.0, 0.1, -0.2], [0.0, -0.1, 0.1], [-0.2, 0.2, 0.1], [-0.2, -0.1, 0.2], [-0.1, -0.1, 0.1], [0.0, 0.0, 0.2], [0.3, 0.2, 0.0], [-0.2, 0.7, 0.6], [-0.5, -0.2, 0.2], [-0.9, 0.3, -0.4], [-0.7, -0.2, -0.2], [-0.2, 0.1, 0.0], [-0.1, 0.4, -0.2], [-0.1, 0.1, -0.2], [0.2, -0.3, -0.1], [-0.2, 0.0, 0.3], [0.3, 0.0, 0.4], [0.0, -0.1, -0.3], [0.1, -0.2, -0.2], [0.2, 0.3, 0.0], [0.2, 0.1, 0.0], [0.1, 0.3, -0.2], [-0.1, 0.3, 0.4], [0.0, -0.2, 0.2], [-0.2, -0.3, -0.2], [0.0, -0.3, 0.3]], "charge": 3, "multiplicity": 1, "total_energy_ha": -2065.7640}


[4]
{"formula": "C18H30FeN6O", "method": "the ωB97M-V functional and the def2-TZVPD basis", "symbols": ["Fe", "O", "N", "N", "N", "N", "N", "N", "C", "C", "C", "C", "C", "C", "C", "C", "C", "C", "C", "C", "C", "C", "C", "C", "C", "C", "H", "H", "H", "H", "H", "H", "H", "H", "H", "H", "H", "H", "H", "H", "H", "H", "H", "H", "H", "H", "H", "H", "H", "H", "H", "H", "H", "H", "H", "H"], "coordinates": [[0.233028, -0.179218, 0.294323], [0.274455, -0.395312, 2.220520], [0.053086, -0.380363, 4.474119], [-1.493077, -1.325639, -0.080462], [2.414276, -0.202512, 0.535486], [0.858310, -2.108634, -0.485786], [-1.478781, 1.121264, 0.302907], [0.830894, 1.553849, -0.934487], [-3.411704, 1.184409, 1.868436], [2.908683, -1.592027, 0.623805], [2.289814, -2.405268, -0.499317], [-2.560217, -3.321029, -0.754694], [-0.618086, -0.907332, 5.680713], [-2.477555, 0.577660, 0.886741], [-3.763283, -2.821849, -0.265147], [0.297368, -4.239623, -1.575071], [2.258090, 1.889066, -0.675638], [3.049736, 0.608365, -0.529241], [1.065876, 0.671718, 4.633494], [-2.638981, -0.833070, 0.395236], [-3.809226, -1.567632, 0.340629], [-0.912362, 2.438463, 0.550427], [-1.423738, -2.537511, -0.620496], [-0.105715, 2.711558, -0.709439], [-0.262361, -0.821970, 3.299025], [-0.016152, -2.942629, -0.917661], [2.004199, 0.350943, 4.184795], [2.588253, -1.993708, 1.585050], [-0.978891, -1.914752, 5.490501], [2.477511, -3.466093, -0.331434], [-4.666509, -3.411758, -0.352204], [-0.232722, 2.354429, 1.411855], [2.306538, 2.482754, 0.240194], [2.600944, 0.262943, 1.420977], [1.141241, -4.134237, -2.256093], [3.047739, 0.042842, -1.462049], [-0.783904, 2.763914, -1.559587], [2.658904, 2.502264, -1.483785], [-1.008080, -1.617781, 3.256090], [0.448492, 3.647608, -0.660896], [-4.197684, 1.737111, 1.342053], [-0.550086, -4.626525, -2.134166], [-3.901344, 0.425912, 2.475871], [-2.894429, 1.899380, 2.507657], [0.745689, 1.301221, -1.917216], [-1.627831, 3.221605, 0.801403], [4.090435, 0.828156, -0.283008], [0.727452, 1.596760, 4.168986], [-4.739644, -1.175515, 0.729028], [3.998932, -1.628705, 0.587048], [2.711761, -2.152845, -1.475260], [1.222287, 0.844891, 5.692844], [-2.520545, -4.298908, -1.212822], [0.105376, -0.941674, 6.489893], [0.570599, -4.983986, -0.820011], [-1.442760, -0.254283, 5.959567]], "forces_ev_per_angstrom": [[0.2, -0.7, -0.5], [0.0, 0.3, 0.2], [0.0, 0.0, 0.0], [-0.2, 0.0, 0.3], [0.0, 0.3, -0.1], [-0.2, 0.1, -0.1], [0.5, 0.1, 1.1], [-0.1, 0.1, 0.2], [-0.1, 0.2, -0.1], [0.0, 0.0, -0.1], [0.0, 0.0, 0.0], [0.0, 0.0, 0.0], [0.1, 0.0, 0.0], [-0.3, -0.1, -0.6], [0.0, 0.1, 0.0], [0.0, 0.0, 0.0], [0.0, 0.0, -0.1], [0.1, 0.1, 0.0], [0.0, 0.0, 0.0], [0.0, 0.0, 0.0], [0.0, -0.1, 0.0], [0.1, 0.0, 0.1], [0.0, -0.1, 0.0], [0.0, 0.0, -0.1], [0.0, -0.2, -0.1], [0.1, -0.1, 0.0], [0.0, 0.0, 0.0], [0.0, 0.0, 0.0], [-0.1, 0.0, 0.0], [0.0, 0.0, 0.0], [0.0, 0.0, 0.0], [0.0, 0.1, 0.0], [0.0, 0.0, 0.0], [0.0, -0.1, 0.0], [0.0, 0.0, 0.0], [0.0, 0.0, 0.0], [0.0, 0.1, 0.0], [0.0, 0.0, 0.0], [0.0, 0.0, 0.0], [0.0, 0.0, 0.0], [0.0, 0.0, 0.0], [0.0, 0.0, 0.0], [0.0, 0.0, 0.0], [0.0, 0.0, 0.0], [0.1, -0.1, 0.0], [-0.1, 0.0, -0.2], [0.0, 0.0, 0.0], [0.0, 0.0, 0.0], [0.0, 0.0, 0.0], [0.0, 0.0, 0.0], [0.0, 0.0, 0.0], [0.0, 0.0, 0.0], [0.0, 0.0, 0.0], [0.0, 0.0, 0.0], [0.0, 0.0, 0.0], [0.0, 0.0, 0.0]], "charge": 3, "multiplicity": 6, "total_energy_ha": -2370.4882}